Entry 1:
C29H25Cl6GeN4O4SiTc as an isolated structure. Source: the OMol25 dataset; level of theory: ωB97M-V/def2-TZVPD.

```
! RIJCOSX wB97M-V def2-TZVPD def2/J DEFGRID3
* xyz -1 4
Tc 1.4480 1.1426 0.7943
Cl 6.3567 -1.1168 -3.4907
C 5.3614 -0.9121 -2.0811
C 4.3946 0.0840 -2.0967
C 3.5883 0.2783 -0.9919
N 2.5508 1.2542 -0.8901
C 2.3564 2.2945 -1.7178
O 2.9963 2.6606 -2.6903
C 1.0951 3.0811 -1.3297
C 0.6325 4.0779 -2.1631
C -0.5361 4.7438 -1.8353
C -1.2086 4.3873 -0.6780
C -0.6770 3.3894 0.1156
N 0.4574 2.7498 -0.1901
C 3.7388 -0.5473 0.1416
C 4.7075 -1.5369 0.1493
C 5.5186 -1.7146 -0.9640
Cl 6.7301 -2.9663 -0.9054
N 2.8294 -0.2770 1.2088
C 2.8491 -0.8482 2.4245
O 3.6047 -1.6930 2.8849
C 1.7265 -0.3050 3.3106
C 1.5126 -0.8588 4.5554
C 0.4666 -0.3920 5.3346
C -0.3150 0.6402 4.8456
C -0.0194 1.1654 3.6008
N 0.9656 0.6981 2.8254
H 4.2632 0.6955 -2.9744
H 1.2066 4.2873 -3.0556
H -0.9259 5.5215 -2.4813
H -2.1380 4.8590 -0.3909
H -1.1779 3.0570 1.0140
H 4.8261 -2.1691 1.0141
H 2.1777 -1.6536 4.8663
H 0.2650 -0.8244 6.3073
H -1.1463 1.0425 5.4103
H -0.5980 1.9790 3.1898
Cl -4.4186 -4.4673 4.9315
C -3.5981 -3.3225 3.9059
C -4.2986 -2.2311 3.4154
C -3.6416 -1.3265 2.5966
C -2.3127 -1.5288 2.2594
C -1.6232 -2.6249 2.7576
C -2.2628 -3.5248 3.5966
C -1.6363 -0.5484 1.3594
O -1.9857 0.6046 1.2859
O -0.5276 -1.0038 0.7491
H -5.3417 -2.0985 3.6707
H -4.1595 -0.4613 2.2017
H -0.5865 -2.7790 2.4814
H -1.7379 -4.3830 3.9943
Cl 1.1059 -2.9757 -0.5718
Si -0.4638 -1.7383 -0.8299
Cl -2.1425 -2.9528 -0.9177
Cl 1.2706 -2.1394 -3.7370
C -2.5238 1.8235 -3.0312
Ge -1.8750 0.0112 -3.4032
C -1.0000 -0.0117 -5.1267
C -3.4440 -1.1435 -3.4638
C -0.6046 -0.2773 -1.9112
H -3.2489 2.1439 -3.7849
H -1.6849 2.5268 -3.0368
H -3.0034 1.8650 -2.0472
H -1.7419 -0.0622 -5.9312
H -0.3295 -0.8740 -5.1666
H -0.3933 0.8898 -5.2552
H -4.1237 -0.7445 -4.2231
H -3.9656 -1.1761 -2.5055
H -3.1637 -2.1601 -3.7428
H -0.8037 0.5467 -1.2121
H 0.3834 -0.1297 -2.3741
*
```

Calculated values
strongest force on any atom = 0.95 eV Å⁻¹
LUMO level (alpha / beta) = 1.689 / 1.519 eV
HOMO (alpha / beta) = -4.74 / -4.74 eV
DFT total energy = -186365.70680 eV
HOMO-LUMO gap (alpha / beta) = 6.4 / 6.3 eV

=====

Entry 2:
C16H19IrN8O3S3 as an isolated structure. Source: the OMol25 dataset; level of theory: ωB97M-V/def2-TZVPD.

```
! RIJCOSX wB97M-V def2-TZVPD def2/J DEFGRID3
* xyz 2 1
Ir -0.0651 -0.3876 -0.0336
C 3.7547 4.0610 0.8122
S 2.1805 3.9940 -0.0780
C 1.3214 2.6656 0.6625
S 2.2808 1.6813 1.7703
N 0.0929 2.5590 0.2948
N -0.6239 1.4658 0.7672
C -1.5909 1.7415 1.5478
C -2.3943 0.7472 2.2690
C -2.9158 1.1212 3.4942
C -3.6071 0.2057 4.2744
C -3.7579 -1.0903 3.8130
C -3.2310 -1.4248 2.5850
N -2.5825 -0.5211 1.8263
H 3.6048 4.2343 1.8750
H 4.2561 4.9298 0.3893
H 4.3706 3.1834 0.6322
H -1.7527 2.7801 1.8212
H -2.7680 2.1371 3.8338
H -4.0150 0.5036 5.2306
H -4.2778 -1.8436 4.3865
H -3.3166 -2.4116 2.1541
C 1.4837 -5.6925 -0.6828
C 1.1151 -4.3039 -1.0415
N 1.0543 -3.8146 -2.2407
N 0.6745 -2.5228 -2.0537
C 0.4782 -2.1855 -0.7852
S -2.2243 -1.0231 0.1799
N 0.7578 -3.3295 -0.1265
N 0.6188 -3.4754 1.2563
H 1.7793 -6.2181 -1.5865
H 0.6397 -6.2224 -0.2382
H 2.3143 -5.7065 0.0234
H 0.5093 -1.9362 -2.8550
H 1.5005 -3.2597 1.7095
H 0.3617 -4.4353 1.4537
O -0.8942 0.0525 -1.9059
N -0.3427 1.0404 -2.6409
C 0.9675 1.3244 -2.6043
C 1.4799 2.3251 -3.4010
C 0.6340 3.0300 -4.2427
C -0.7152 2.7085 -4.2626
C -1.1869 1.7061 -3.4458
H 1.5731 0.7238 -1.9403
H 2.5383 2.5354 -3.3558
H 1.0204 3.8152 -4.8773
H -1.4113 3.2287 -4.9043
H -2.2163 1.3874 -3.3863
O 1.2731 0.5183 2.2867
O 1.2542 -0.6021 1.3404
*
```

Calculated values
strongest force on any atom = 0.24 eV Å⁻¹
LUMO level = -6.903 eV
HOMO = -14.26 eV
DFT total energy = -70288.16023 eV
HOMO-LUMO gap = 7.4 eV

=====

Entry 3:
A 23-piece molecular cluster, C28H51Cl45O5 overall in a non-equilibrium geometry. Source: the OMol25 dataset; level of theory: ωB97M-V/def2-TZVPD.

```
! RIJCOSX wB97M-V def2-TZVPD def2/J DEFGRID3
* xyz 0 1
O -2.6179 7.3193 -2.9313
C -1.7396 7.1438 -3.7284
O -1.6962 6.1674 -4.6345
C -2.7324 5.1701 -4.5682
C -2.6703 4.3004 -3.3040
C -1.2945 4.1030 -2.7135
O -0.4984 3.0112 -3.2802
C 0.4867 2.7861 -2.3885
O 1.4551 2.1505 -2.5662
O 0.2038 3.4286 -1.1990
C -1.1976 3.6915 -1.2525
Cl -2.0282 2.1344 -0.9965
H -0.8407 7.7760 -3.8034
H -3.7238 5.6293 -4.6447
H -2.6040 4.5482 -5.4645
H -3.2748 4.7573 -2.5056
H -3.1284 3.3271 -3.5273
H -0.6261 4.9662 -2.8392
H -1.5706 4.3876 -0.5025
C -2.7540 1.1022 -7.2999
Cl -3.6228 2.3862 -6.4342
Cl -1.0287 1.4452 -7.4430
H -2.9016 0.1643 -6.7757
H -3.1654 0.9940 -8.2942
C 0.4553 1.1786 1.4432
Cl -0.4205 -0.2903 1.9080
Cl -0.2739 2.6330 2.1303
H 1.4705 1.1059 1.8157
H 0.4387 1.2576 0.3616
C 2.6353 -2.8198 1.0970
Cl 4.1485 -3.7294 1.0188
Cl 2.8695 -1.2140 1.7955
H 2.2524 -2.6984 0.0906
H 1.9358 -3.3702 1.7159
C -3.4837 -3.2655 -7.5802
Cl -4.2980 -2.0517 -6.5770
Cl -1.7375 -3.0044 -7.6323
H -3.6783 -4.2432 -7.1550
H -3.8756 -3.1901 -8.5886
C -1.6235 -1.5562 -3.1250
Cl -1.9444 0.0831 -3.6709
Cl -0.6432 -1.5649 -1.6489
H -2.5689 -2.0397 -2.9064
H -1.0789 -2.0895 -3.8953
C 5.0792 0.2660 -0.6865
Cl 4.8480 1.4287 0.6288
Cl 6.5293 0.6117 -1.6315
H 5.1751 -0.7196 -0.2456
H 4.2161 0.3241 -1.3399
C -1.0677 -5.3135 -1.1689
Cl -0.7567 -5.9449 -2.7913
Cl 0.3864 -4.6368 -0.4257
H -1.8060 -4.5246 -1.2468
H -1.4258 -6.1227 -0.5442
C -1.9759 -2.0986 4.7160
Cl -1.7017 -3.1592 6.0978
Cl -2.1162 -3.0026 3.1945
H -2.9002 -1.5549 4.8714
H -1.1346 -1.4219 4.6227
C -2.8607 0.1761 -11.5371
Cl -3.2555 -0.7525 -10.0821
Cl -2.2235 -0.8416 -12.8304
H -3.7718 0.6460 -11.8882
H -2.1098 0.9117 -11.2740
C -6.1706 -2.8080 -12.3729
Cl -4.7866 -3.4793 -11.5061
Cl -6.4389 -1.0960 -12.0126
H -5.9810 -2.9043 -13.4349
H -7.0575 -3.3566 -12.0808
C 4.0674 -7.0397 3.1764
Cl 4.3179 -8.5608 4.0479
Cl 2.3581 -6.6489 2.9899
H 4.5332 -6.2449 3.7466
H 4.5155 -7.1308 2.1945
C 4.2954 -8.2066 7.7604
Cl 5.6172 -7.8232 8.8744
Cl 3.2864 -6.7951 7.4146
H 4.7201 -8.5536 6.8268
H 3.6730 -8.9688 8.2132
C -3.8098 -0.7606 0.7356
Cl -4.6345 0.6575 1.3757
Cl -4.5046 -1.3301 -0.7971
H -2.7714 -0.5103 0.5523
H -3.8911 -1.5618 1.4592
C -6.8830 1.9601 4.7552
Cl -6.4744 3.1824 3.5432
Cl -6.4109 0.3356 4.2471
H -6.3565 2.1993 5.6710
H -7.9555 1.9735 4.9050
C 3.5619 -5.4003 10.7126
Cl 4.8749 -5.0115 11.8281
Cl 2.5473 -3.9968 10.3489
H 3.9926 -5.7559 9.7873
H 2.9422 -6.1618 11.1697
C 3.8871 -7.2572 14.8942
Cl 3.0253 -7.7187 13.4194
Cl 3.2754 -5.7528 15.5843
H 3.7564 -8.0489 15.6215
H 4.9316 -7.1201 14.6413
C 5.7131 5.3201 -0.0010
Cl 5.4558 6.4723 1.3194
Cl 7.1754 5.6878 -0.9262
H 5.8088 4.3280 0.4210
H 4.8639 5.3721 -0.6715
C -5.8887 7.9686 -5.0431
Cl -6.0214 6.8292 -3.7009
Cl -5.3381 7.1918 -6.5355
H -6.8652 8.4004 -5.2239
H -5.1668 8.7287 -4.7691
C 9.1944 6.5252 1.9227
Cl 10.7262 5.6538 1.8118
Cl 9.3886 8.1299 2.6512
H 8.7943 6.6453 0.9237
H 8.5145 5.9532 2.5427
C 7.6065 9.3558 -0.2771
Cl 6.0681 9.3821 -1.1459
Cl 8.9555 8.8282 -1.2907
H 7.8164 10.3560 0.0812
H 7.5105 8.6613 0.5490
C 1.5257 -0.5345 10.3298
Cl 0.7652 -0.8209 8.7585
Cl 0.9375 0.9435 11.1020
H 1.2977 -1.3718 10.9780
H 2.5940 -0.4403 10.1783
C -5.9482 -4.7025 -1.1724
Cl -7.2379 -5.8717 -1.4608
Cl -4.3898 -5.2581 -1.8112
H -6.2031 -3.7732 -1.6664
H -5.8428 -4.5569 -0.1044
*
```

Calculated values
strongest force on any atom = 1.25 eV Å⁻¹
LUMO level = 0.226 eV
HOMO = -10.64 eV
DFT total energy = -603611.20973 eV
HOMO-LUMO gap = 10.9 eV

=====

Entry 4:
C2FNO2 as an isolated structure in a non-equilibrium geometry. Source: the OMol25 dataset; level of theory: ωB97M-V/def2-TZVPD.

```
! RIJCOSX wB97M-V def2-TZVPD def2/J DEFGRID3
* xyz 0 1
C -0.9259 -0.1606 0.0557
C 0.6383 -0.6639 0.0533
N 0.1667 0.5441 0.2023
O -2.0635 -0.3311 -0.1202
O 1.4596 -1.4739 -0.1063
F 0.7248 2.0853 -0.0848
*
```

Calculated values
strongest force on any atom = 3.10 eV Å⁻¹
LUMO level (alpha / beta) = -1.500 / -1.500 eV
HOMO (alpha / beta) = -10.83 / -10.83 eV
DFT total energy = -10371.91020 eV
HOMO-LUMO gap (alpha / beta) = 9.3 / 9.3 eV

=====

Entry 5:
C28H25BrNO9P3RuSe as an isolated structure. Source: the OMol25 dataset; level of theory: ωB97M-V/def2-TZVPD.

```
! RIJCOSX wB97M-V def2-TZVPD def2/J DEFGRID3
* xyz 0 5
Ru 0.2689 -0.4375 -0.1298
C 2.1363 -3.7202 2.5506
C 1.3071 -3.6890 1.2791
O 1.1884 -5.0304 0.8461
P -0.4592 -3.0690 1.5129
O -1.0203 -3.2988 2.9615
O -1.2467 -4.1681 0.6663
O -0.8994 -1.7121 0.9365
P 2.0486 -2.6421 -0.0361
O 3.3811 -3.3830 -0.4804
O 1.0080 -2.6272 -1.1222
O 2.3103 -1.2685 0.5391
H 1.5802 -4.1615 3.3775
H 2.4690 -2.7292 2.8411
H 2.9922 -4.3616 2.3379
H 0.7331 -5.0478 -0.0068
H -0.6213 -2.6274 3.5438
H -2.1592 -3.9001 0.5140
H 4.1697 -2.9278 -0.1736
C -3.0412 2.0820 3.7702
C -3.4377 1.2064 2.7737
C -2.8930 1.3010 1.4961
C -1.9404 2.2687 1.2062
C -1.5447 3.1450 2.2190
C -2.0928 3.0602 3.4862
P -1.0094 2.3444 -0.3714
C -1.4600 3.9683 -1.0474
C -0.5213 4.6311 -1.8320
C -0.8206 5.8668 -2.3924
C -2.0579 6.4479 -2.1632
C -3.0007 5.7960 -1.3748
C -2.7031 4.5622 -0.8196
C -1.8611 1.1282 -1.4161
C -2.9364 1.3441 -2.2730
C -3.4730 0.2903 -3.0002
C -2.9531 -0.9926 -2.8711
C -1.8786 -1.2337 -2.0242
C -1.3425 -0.1628 -1.3248
H -3.4617 2.0037 4.7640
H -4.1720 0.4404 2.9873
H -3.2050 0.5944 0.7352
H -0.7873 3.8962 2.0212
H -1.7668 3.7435 4.2599
H 0.4467 4.1770 -2.0073
H -0.0837 6.3735 -3.0009
H -2.2889 7.4131 -2.5941
H -3.9641 6.2526 -1.1915
H -3.4312 4.0637 -0.1907
H -3.3484 2.3408 -2.3801
H -4.2996 0.4710 -3.6741
H -3.3781 -1.8083 -3.4417
H -1.4429 -2.2208 -1.9360
Br 1.5599 4.1736 7.3460
C 1.3206 2.8792 5.9898
C 1.5243 3.2390 4.6666
C 1.3314 2.2884 3.6770
C 0.9545 0.9914 4.0057
C 0.7758 0.6483 5.3382
C 0.9474 1.5913 6.3404
C 0.7091 -0.0162 2.9230
O 0.6020 -1.2161 3.2031
O 0.6329 0.4869 1.7547
H 1.8260 4.2460 4.4158
H 1.4665 2.5446 2.6355
H 0.4908 -0.3653 5.5880
H 0.7952 1.3308 7.3778
Se 2.4730 0.5279 -4.2006
C 1.7870 0.4093 -2.6173
N 1.3122 0.3649 -1.5348
*
```

Calculated values
strongest force on any atom = 0.88 eV Å⁻¹
LUMO level (alpha / beta) = -0.183 / -2.646 eV
HOMO (alpha / beta) = -8.43 / -8.26 eV
DFT total energy = -215200.78246 eV
HOMO-LUMO gap (alpha / beta) = 8.3 / 5.6 eV

=====

- What is the formula in the third record?
  C28H51Cl45O5